# 1
144
Properties=species:S:1:pos:R:3 method="wB97M-V/def2-TZVPD" e_homo_ev="-6.5389 / -6.5538" orbital_gap_ev="5.9213 / 5.9171" energy_ha=-5902.231260 relative_energy_kcal_mol=22.1
Ti 0.589 0.932 0.966
N 0.569 4.796 7.590
C 0.413 3.645 6.833
C -0.851 3.260 6.377
C -1.011 2.117 5.618
C 0.097 1.329 5.306
C 1.349 1.668 5.808
C 1.505 2.815 6.567
S -0.016 -0.080 4.230
O 1.335 -0.535 4.050
O -0.967 -1.011 4.741
N -0.444 0.497 2.730
C -1.756 0.834 2.477
N -1.957 1.324 1.238
C -3.216 1.463 0.838
C -4.293 1.193 1.657
C -3.976 0.891 2.971
N -2.728 0.720 3.387
H -0.156 5.490 7.545
H 1.500 5.155 7.706
H -1.716 3.869 6.628
H -1.987 1.807 5.271
H 2.191 1.021 5.599
H 2.483 3.070 6.963
H -3.364 1.816 -0.180
H -5.312 1.289 1.310
H -4.746 0.797 3.731
C 4.791 -0.290 -1.788
Si 2.950 0.083 -1.546
C 2.141 -1.520 -2.063
C 2.622 1.345 -2.900
C 2.604 0.739 0.199
Si 3.403 -0.360 1.526
C 2.312 -1.875 1.715
C 3.729 0.615 3.109
C 5.095 -1.133 1.229
Si 3.182 2.502 0.377
C 2.689 3.781 -0.907
C 5.012 2.798 0.653
C 2.111 3.206 1.797
C 2.503 4.211 2.675
C 1.567 4.900 3.415
C 0.229 4.601 3.212
C -0.103 3.578 2.356
N 0.805 2.855 1.682
H 5.034 -0.215 -2.855
H 5.045 -1.303 -1.466
H 5.441 0.408 -1.246
H 2.636 -1.879 -2.976
H 1.075 -1.405 -2.255
H 2.267 -2.287 -1.292
H 2.710 0.849 -3.874
H 3.364 2.149 -2.882
H 1.628 1.798 -2.840
H 1.249 -1.616 1.708
H 2.518 -2.361 2.672
H 2.509 -2.581 0.903
H 2.978 1.381 3.309
H 4.710 1.102 3.067
H 3.721 -0.072 3.958
H 5.063 -1.949 0.503
H 5.446 -1.546 2.182
H 5.841 -0.407 0.886
H 3.397 3.826 -1.736
H 2.660 4.771 -0.438
H 1.700 3.572 -1.316
H 5.525 2.669 -0.308
H 5.456 2.096 1.364
H 5.212 3.818 1.000
H 3.558 4.447 2.755
H 1.862 5.682 4.105
H -0.555 5.149 3.717
H -1.141 3.323 2.193
N -0.777 2.881 -1.033
C -0.817 3.600 -2.252
C -0.739 4.993 -2.175
C -0.684 5.775 -3.316
C -0.694 5.174 -4.563
C -0.812 3.795 -4.653
C -0.906 2.986 -3.521
P -1.042 1.155 -3.578
C -2.807 0.946 -3.084
C -3.274 -0.371 -3.021
C -4.589 -0.640 -2.673
C -5.451 0.403 -2.349
C -4.991 1.712 -2.384
C -3.675 1.983 -2.753
C -1.196 0.808 -5.379
C -2.278 1.211 -6.164
C -2.310 0.918 -7.518
C -1.268 0.206 -8.105
C -0.197 -0.216 -7.332
C -0.165 0.082 -5.973
H -1.248 1.985 -1.031
H -1.041 3.446 -0.245
H -0.710 5.460 -1.194
H -0.642 6.853 -3.227
H -0.627 5.776 -5.461
H -0.828 3.333 -5.630
H -2.594 -1.188 -3.244
H -4.942 -1.664 -2.661
H -6.479 0.194 -2.077
H -5.661 2.529 -2.140
H -3.332 3.011 -2.793
H -3.097 1.758 -5.708
H -3.151 1.242 -8.121
H -1.299 -0.021 -9.164
H 0.611 -0.781 -7.783
H 0.666 -0.252 -5.357
S -0.568 -0.508 -0.371
Sb -0.666 -3.530 0.113
C 0.800 -5.053 -0.361
C 1.308 -5.114 -1.660
C 2.375 -5.949 -1.966
C 2.959 -6.724 -0.971
C 2.453 -6.680 0.321
C 1.382 -5.846 0.627
C -1.433 -4.437 1.920
C -2.682 -5.055 1.987
C -3.141 -5.580 3.190
C -2.362 -5.492 4.337
C -1.119 -4.877 4.280
C -0.662 -4.344 3.080
C -2.247 -4.263 -1.159
C -2.114 -5.379 -1.986
C -3.194 -5.833 -2.737
C -4.422 -5.188 -2.658
C -4.565 -4.080 -1.833
C -3.481 -3.613 -1.100
H 0.876 -4.494 -2.442
H 2.757 -5.989 -2.980
H 3.811 -7.352 -1.202
H 2.894 -7.296 1.097
H 0.994 -5.827 1.640
H -3.301 -5.139 1.103
H -4.112 -6.061 3.232
H -2.730 -5.891 5.275
H -0.506 -4.799 5.170
H 0.296 -3.833 3.061
H -1.171 -5.910 -2.038
H -3.078 -6.703 -3.374
H -5.262 -5.548 -3.240
H -5.528 -3.586 -1.752
H -3.598 -2.732 -0.473

***

# 2
142
Properties=species:S:1:pos:R:3 method="wB97M-V/def2-TZVPD" e_homo_ev=-17.2279 orbital_gap_ev=1.9794 energy_ha=-3792.899756 relative_energy_kcal_mol=49.4 charge=+8
C -10.542 -10.726 4.961
N -9.356 -9.804 5.001
C -8.402 -10.032 5.937
C -7.284 -9.206 5.863
C -7.101 -8.241 4.867
C -8.183 -7.981 3.926
C -9.319 -8.838 4.086
C -5.878 -7.409 4.847
C -4.682 -8.067 4.539
C -3.475 -7.370 4.498
N -3.428 -6.038 4.613
C -4.550 -5.366 4.974
C -5.771 -6.057 5.089
C -2.123 -5.370 4.543
H -10.101 -11.619 4.516
H -11.290 -10.404 4.237
H -10.906 -10.928 5.968
H -8.591 -10.900 6.550
H -6.517 -9.319 6.615
H -8.053 -7.164 3.233
H -10.129 -8.866 3.373
H -4.727 -9.122 4.309
H -2.497 -7.822 4.412
H -4.402 -4.323 5.213
H -6.697 -5.592 5.394
H -1.330 -6.103 4.397
H -1.988 -4.805 5.465
H -2.209 -4.606 3.770
C 6.791 -2.319 -0.145
N 6.745 -1.620 -1.399
C 5.560 -1.526 -2.120
C 5.561 -0.946 -3.437
C 6.787 -0.548 -4.063
C 7.871 -0.373 -3.160
C 7.838 -1.080 -1.911
C 6.746 -0.013 -5.449
C 5.994 -0.620 -6.484
C 5.916 -0.115 -7.806
N 6.306 1.135 -7.955
C 7.031 1.759 -7.028
C 7.244 1.269 -5.693
C 6.067 1.772 -9.264
H 7.049 -1.653 0.679
H 7.515 -3.114 -0.323
H 5.857 -2.806 0.134
H 4.629 -1.809 -1.651
H 4.634 -0.971 -3.991
H 8.754 0.169 -3.464
H 8.735 -1.059 -1.309
H 5.590 -1.620 -6.422
H 5.308 -0.587 -8.563
H 7.343 2.744 -7.340
H 7.744 1.961 -5.032
H 5.466 2.671 -9.122
H 5.514 1.118 -9.939
H 7.078 1.924 -9.641
C -0.435 0.050 2.320
N 0.131 -1.232 1.912
C 1.377 -1.204 1.284
C 1.892 -2.381 0.746
C 1.203 -3.617 0.929
C 0.010 -3.629 1.652
C -0.562 -2.406 2.059
C 1.787 -4.832 0.309
C 1.986 -5.968 1.126
C 2.572 -7.164 0.600
N 2.977 -7.145 -0.694
C 2.815 -6.038 -1.494
C 2.203 -4.939 -1.014
C 3.776 -8.275 -1.291
H -1.146 0.374 1.561
H 0.364 0.790 2.378
H -0.997 -0.169 3.228
H 1.752 -0.213 1.077
H 2.785 -2.347 0.139
H -0.554 -4.534 1.821
H -1.528 -2.356 2.538
H 1.712 -5.874 2.166
H 2.601 -8.103 1.134
H 3.247 -6.093 -2.482
H 2.125 -4.109 -1.700
H 3.508 -9.102 -0.634
H 4.809 -7.943 -1.182
H 3.448 -8.546 -2.294
C 1.407 3.122 -0.225
N 2.096 4.322 0.257
C 2.962 4.233 1.323
C 3.653 5.370 1.845
C 3.586 6.558 1.152
C 2.570 6.636 0.168
C 1.939 5.524 -0.351
C 4.324 7.747 1.503
C 5.742 7.676 1.765
C 6.390 8.882 2.126
N 5.743 10.082 2.030
C 4.385 10.159 1.913
C 3.685 8.982 1.566
C 6.488 11.405 2.267
H 0.587 3.340 -0.910
H 0.966 2.591 0.619
H 2.157 2.474 -0.678
H 3.023 3.284 1.834
H 4.331 5.151 2.656
H 2.423 7.616 -0.262
H 1.134 5.547 -1.070
H 6.340 6.785 1.642
H 7.457 8.780 2.253
H 3.960 11.147 2.008
H 2.630 9.065 1.349
H 7.444 11.323 1.750
H 6.651 11.557 3.334
H 5.993 12.269 1.825
C -9.831 8.229 -3.071
N -8.704 7.332 -2.578
C -8.693 6.000 -2.868
C -7.574 5.221 -2.565
C -6.403 5.786 -2.036
C -6.445 7.137 -1.776
C -7.595 7.920 -2.121
C -5.278 4.952 -1.565
C -4.599 5.214 -0.354
C -3.516 4.440 -0.012
N -3.100 3.438 -0.805
C -3.694 3.141 -1.982
C -4.788 3.930 -2.366
C -1.948 2.581 -0.409
H -9.578 9.270 -2.870
H -10.677 7.995 -2.426
H -10.010 7.972 -4.115
H -9.598 5.582 -3.284
H -7.661 4.176 -2.827
H -5.615 7.662 -1.327
H -7.654 8.998 -2.109
H -4.859 6.000 0.340
H -2.920 4.596 0.875
H -3.198 2.411 -2.604
H -5.111 3.854 -3.393
H -2.228 1.549 -0.202
H -1.487 3.132 0.411
H -1.316 2.556 -1.297
Cl 4.232 0.533 0.488
Cl 1.785 -7.895 -4.335